# 1
{
  "formula": "CHIOS2",
  "method": "ωB97M-V/def2-TZVPD",
  "species": ["C", "O", "S", "S", "I", "H"],
  "xyz": [[1.035, -0.934, -0.028], [-0.236, 2.056, 0.036], [2.254, -1.691, 0.554], [-0.856, 1.032, 0.848], [-2.735, 0.181, -0.444], [0.538, -0.644, -0.966]],
  "lumo_ev": [-1.34, -0.78],
  "total_charge": 0,
  "orbital_gap_ev": [6.63, 7.99],
  "de_lowest_ev": 3.278
}

# 2
{
  "formula": "C62H74AsBaBrN10O2SSi4",
  "method": "ωB97M-V/def2-TZVPD",
  "species": ["Ba", "O", "C", "C", "C", "C", "C", "C", "C", "N", "N", "C", "O", "C", "C", "C", "C", "C", "C", "H", "H", "H", "H", "H", "H", "H", "H", "H", "H", "Br", "C", "C", "C", "C", "C", "C", "N", "C", "C", "C", "C", "C", "C", "N", "H", "H", "H", "H", "H", "H", "H", "H", "H", "C", "Si", "C", "C", "C", "C", "C", "C", "N", "C", "S", "H", "H", "H", "H", "H", "H", "H", "H", "H", "H", "H", "H", "N", "C", "C", "N", "C", "C", "N", "C", "C", "N", "H", "H", "H", "H", "H", "H", "C", "Si", "C", "C", "As", "Si", "C", "C", "C", "Si", "C", "C", "C", "H", "H", "H", "H", "H", "H", "H", "H", "H", "H", "H", "H", "H", "H", "H", "H", "H", "H", "H", "H", "H", "H", "H", "H", "H", "H", "H", "N", "C", "C", "C", "C", "C", "C", "C", "C", "C", "C", "C", "C", "C", "H", "H", "H", "H", "H", "H", "H", "H", "H", "H"],
  "xyz": [[0.307, 0.002, -0.456], [-2.097, 0.606, 1.479], [-1.983, 1.759, 1.994], [-2.903, 2.821, 1.698], [-2.853, 4.045, 2.319], [-1.884, 4.332, 3.288], [-0.954, 3.349, 3.575], [-0.950, 2.098, 2.951], [0.175, 1.221, 3.266], [0.433, 0.099, 2.713], [1.609, -0.499, 3.232], [2.365, -0.891, 2.242], [2.176, -0.678, 1.008], [3.617, -1.651, 2.604], [3.886, -2.075, 3.903], [5.050, -2.775, 4.185], [5.968, -3.042, 3.174], [5.718, -2.594, 1.882], [4.545, -1.905, 1.598], [-3.665, 2.604, 0.954], [-3.582, 4.804, 2.051], [-1.845, 5.295, 3.780], [-0.166, 3.554, 4.296], [0.875, 1.600, 4.021], [3.159, -1.852, 4.673], [5.250, -3.111, 5.196], [6.884, -3.577, 3.399], [6.443, -2.773, 1.094], [4.313, -1.545, 0.603], [2.635, 7.656, 0.226], [1.585, 6.116, -0.179], [1.061, 5.987, -1.451], [0.286, 4.874, -1.746], [0.041, 3.911, -0.772], [0.635, 4.029, 0.479], [1.395, 5.144, 0.788], [-0.755, 2.763, -1.023], [-1.776, 2.924, -1.754], [-2.687, 1.833, -2.156], [-3.717, 2.135, -3.041], [-4.581, 1.126, -3.434], [-4.392, -0.140, -2.913], [-3.338, -0.343, -2.030], [-2.496, 0.610, -1.660], [1.268, 6.732, -2.207], [-0.087, 4.736, -2.753], [0.485, 3.250, 1.212], [1.855, 5.241, 1.761], [-2.063, 3.913, -2.128], [-3.822, 3.145, -3.416], [-5.381, 1.328, -4.135], [-5.033, -0.969, -3.180], [-3.167, -1.325, -1.606], [-3.390, -3.431, -6.501], [-1.933, -2.343, -5.958], [-2.479, -0.597, -6.372], [-0.452, -2.824, -7.008], [-1.604, -2.747, -4.156], [-2.073, -3.920, -3.585], [-1.874, -4.196, -2.234], [-1.216, -3.234, -1.487], [-0.719, -2.121, -2.011], [-0.854, -1.856, -3.332], [-0.068, -0.459, -3.970], [-3.620, -3.226, -7.550], [-4.281, -3.205, -5.911], [-3.192, -4.502, -6.411], [-2.985, -0.616, -7.345], [-1.631, 0.081, -6.401], [-3.174, -0.210, -5.624], [-0.634, -2.645, -8.071], [-0.214, -3.881, -6.871], [0.411, -2.231, -6.698], [-2.627, -4.632, -4.190], [-2.243, -5.102, -1.771], [-1.070, -3.353, -0.416], [3.016, -4.549, -1.965], [3.127, -3.861, -3.155], [2.642, -2.612, -2.903], [2.244, -2.515, -1.593], [2.461, -3.689, -1.062], [2.137, -4.069, 0.312], [1.031, -3.775, 0.944], [1.185, -4.287, 2.206], [2.383, -4.922, 2.325], [2.982, -4.801, 1.094], [3.170, -5.530, -1.817], [3.515, -4.319, -4.047], [2.534, -1.778, -3.576], [0.428, -4.156, 2.958], [2.876, -5.390, 3.158], [3.960, -4.934, 0.908], [-4.516, -5.400, 3.691], [-3.452, -4.552, 2.388], [-2.003, -5.698, 2.070], [-4.454, -4.530, 0.792], [-2.644, -2.374, 2.670], [-2.077, -2.253, 4.971], [-0.310, -2.828, 5.201], [-3.144, -3.311, 6.112], [-2.181, -0.498, 5.605], [-4.735, -1.246, 2.644], [-4.808, 0.334, 3.644], [-6.192, -2.265, 3.290], [-5.080, -0.832, 0.856], [-4.902, -6.314, 3.222], [-5.361, -4.804, 4.030], [-3.933, -5.697, 4.563], [-2.397, -6.657, 1.714], [-1.414, -5.893, 2.969], [-1.328, -5.295, 1.315], [-4.502, -5.548, 0.388], [-3.989, -3.895, 0.037], [-5.478, -4.182, 0.945], [-0.228, -3.918, 5.169], [0.000, -2.500, 6.201], [0.376, -2.377, 4.481], [-2.961, -4.375, 5.961], [-4.212, -3.126, 5.988], [-2.869, -3.063, 7.143], [-1.714, 0.215, 4.926], [-1.638, -0.477, 6.557], [-3.202, -0.175, 5.790], [-5.137, 0.134, 4.665], [-5.577, 0.951, 3.163], [-3.889, 0.909, 3.660], [-6.034, -2.601, 4.317], [-6.428, -3.136, 2.678], [-7.063, -1.600, 3.285], [-4.250, -0.215, 0.512], [-6.010, -0.255, 0.795], [-5.174, -1.712, 0.219], [2.111, 1.704, -1.274], [3.175, 2.310, -1.508], [3.773, 2.397, -2.908], [5.099, 2.727, -3.178], [5.586, 2.731, -4.482], [4.751, 2.409, -5.540], [3.424, 2.072, -5.281], [2.945, 2.063, -3.983], [3.937, 2.976, -0.384], [4.047, 2.282, 0.822], [4.636, 2.874, 1.928], [5.122, 4.176, 1.852], [5.014, 4.876, 0.659], [4.430, 4.276, -0.451], [5.761, 2.976, -2.356], [6.625, 2.983, -4.667], [5.127, 2.412, -6.557], [2.761, 1.801, -6.096], [1.931, 1.764, -3.741], [3.613, 1.289, 0.878], [4.703, 2.318, 2.857], [5.573, 4.645, 2.720], [5.364, 5.900, 0.594], [4.337, 4.833, -1.378]],
  "lumo_ev": 3.60,
  "total_charge": -2,
  "orbital_gap_ev": 5.17
}

# 3
{
  "formula": "C13H38ClPrSi4Ti",
  "method": "ωB97M-V/def2-TZVPD",
  "species": ["Pr", "Cl", "C", "C", "H", "H", "H", "H", "H", "H", "Ti", "C", "C", "H", "H", "H", "H", "H", "C", "Si", "C", "C", "Si", "Si", "C", "C", "C", "Si", "C", "C", "C", "H", "H", "H", "H", "H", "H", "H", "H", "H", "H", "H", "H", "H", "H", "H", "H", "H", "H", "H", "H", "H", "H", "H", "H", "H", "H", "H"],
  "xyz": [[-0.096, 0.109, -4.715], [0.844, -1.769, -3.316], [2.117, 0.396, -5.670], [-0.530, -1.584, -6.409], [2.165, 0.593, -6.763], [2.943, 0.953, -5.176], [2.414, -0.660, -5.671], [-0.315, -1.238, -7.435], [-1.408, -2.255, -6.415], [0.397, -2.137, -6.192], [-1.964, 0.281, -0.397], [-3.069, -1.533, -0.416], [-2.873, 2.008, -0.891], [-3.974, -1.161, -0.931], [-2.682, -2.371, -1.006], [-3.279, -1.835, 0.599], [-3.983, 1.954, -0.865], [-2.557, 3.079, -0.926], [2.917, -0.308, -0.675], [1.854, 1.007, 0.099], [2.523, 1.832, 1.661], [1.461, 2.315, -1.191], [0.069, -0.205, 0.953], [0.451, -2.172, 2.049], [1.740, -1.748, 3.304], [-1.251, -2.622, 2.727], [0.999, -3.287, 0.606], [-1.406, 1.381, 2.020], [-0.663, 1.488, 3.783], [-0.920, 3.167, 1.668], [-3.169, 0.868, 2.262], [3.847, 0.161, -1.034], [2.389, -0.728, -1.545], [3.183, -1.124, 0.013], [3.449, 2.335, 1.337], [1.842, 2.582, 2.095], [2.778, 1.097, 2.441], [1.558, 1.832, -2.187], [0.459, 2.765, -1.093], [2.198, 3.141, -1.104], [1.374, -1.040, 4.055], [1.983, -2.688, 3.809], [2.656, -1.349, 2.861], [-1.896, -3.047, 1.943], [-1.085, -3.399, 3.489], [-1.787, -1.797, 3.218], [0.444, -3.081, -0.336], [2.075, -3.115, 0.413], [0.853, -4.345, 0.914], [0.398, 1.765, 3.672], [-1.153, 2.286, 4.379], [-0.806, 0.483, 4.206], [-1.477, 3.250, 0.733], [-1.528, 3.766, 2.396], [0.160, 3.417, 1.489], [-3.907, 1.266, 1.538], [-3.250, -0.216, 2.392], [-3.509, 1.242, 3.235]],
  "lumo_ev": [1.83, 1.80],
  "s_squared": 3.778,
  "total_charge": -1,
  "multiplicity": 4,
  "orbital_gap_ev": [5.03, 5.08],
  "de_lowest_ev": 2.424
}

# 4
{
  "formula": "C27H42CeCl2NP",
  "method": "ωB97M-V/def2-TZVPD",
  "species": ["P", "C", "C", "C", "C", "C", "C", "C", "C", "C", "C", "C", "C", "C", "C", "C", "C", "C", "C", "H", "H", "H", "H", "H", "H", "H", "H", "H", "H", "H", "H", "H", "H", "H", "H", "H", "H", "H", "H", "H", "H", "H", "H", "H", "H", "H", "H", "H", "H", "H", "H", "H", "Ce", "Cl", "Cl", "C", "H", "C", "C", "C", "C", "C", "C", "H", "H", "H", "H", "H", "C", "C", "N", "H", "H", "H"],
  "xyz": [[-0.011, 0.302, -0.910], [-1.828, -0.203, -1.049], [-2.288, -0.905, -2.337], [-3.815, -1.069, -2.357], [-4.378, -1.707, -1.079], [-3.802, -1.104, 0.208], [-2.267, -1.026, 0.168], [0.921, -1.320, -0.706], [0.395, -2.449, -1.589], [1.353, -3.650, -1.570], [1.610, -4.147, -0.148], [1.965, -3.024, 0.836], [1.029, -1.800, 0.753], [0.406, 0.727, -2.687], [-0.437, 1.920, -3.151], [-0.213, 2.139, -4.652], [1.269, 2.270, -5.016], [2.145, 1.159, -4.428], [1.908, 0.930, -2.927], [-2.344, 0.773, -0.989], [-1.826, -1.899, -2.399], [-1.968, -0.362, -3.238], [-4.095, -1.677, -3.227], [-4.269, -0.076, -2.492], [-5.466, -1.592, -1.071], [-4.182, -2.789, -1.088], [-4.185, -0.082, 0.345], [-4.112, -1.695, 1.081], [-1.887, -0.579, 1.097], [-1.852, -2.044, 0.096], [1.937, -1.055, -1.042], [2.302, -3.354, -2.041], [0.243, -2.125, -2.630], [-0.579, -2.781, -1.200], [0.922, -4.454, -2.181], [2.423, -4.878, -0.166], [0.724, -4.682, 0.218], [1.959, -3.413, 1.863], [2.989, -2.681, 0.627], [1.399, -0.990, 1.405], [0.030, -2.070, 1.130], [0.119, -0.136, -3.319], [-1.508, 1.731, -2.980], [-0.192, 2.820, -2.569], [-0.635, 1.277, -5.189], [-0.766, 3.025, -4.987], [1.638, 3.239, -4.656], [1.374, 2.279, -6.105], [3.203, 1.372, -4.617], [1.912, 0.218, -4.948], [2.471, 0.035, -2.624], [2.308, 1.748, -2.311], [0.789, 2.319, 1.269], [3.225, 1.868, 0.572], [-1.806, 2.458, 1.373], [0.928, 1.590, 3.362], [1.593, 2.385, 3.786], [0.569, 0.623, 4.375], [1.216, 0.587, 5.649], [0.969, -0.447, 6.529], [0.037, -1.450, 6.205], [-0.665, -1.387, 4.983], [-0.424, -0.344, 4.104], [1.923, 1.380, 5.905], [1.488, -0.509, 7.493], [-1.400, -2.143, 4.727], [-0.977, -0.224, 3.177], [-0.151, -2.274, 6.887], [1.895, 6.270, 4.034], [1.522, 5.150, 3.213], [1.239, 4.315, 2.447], [1.355, 7.166, 3.707], [2.976, 6.447, 3.960], [1.649, 6.076, 5.087]],
  "lumo_ev": [2.11, 2.11],
  "s_squared": 0.751,
  "total_charge": -1,
  "multiplicity": 2,
  "orbital_gap_ev": [3.79, 3.79],
  "de_lowest_ev": 0.000
}

# 5
{
  "formula": "C46H45AsMnN6P2S2",
  "method": "ωB97M-V/def2-TZVPD",
  "species": ["Mn", "N", "P", "C", "C", "C", "C", "C", "C", "C", "C", "C", "C", "C", "C", "P", "C", "C", "C", "C", "C", "C", "C", "C", "C", "C", "C", "C", "H", "H", "H", "H", "H", "H", "H", "H", "H", "H", "H", "H", "H", "H", "H", "H", "H", "H", "H", "H", "H", "S", "C", "C", "N", "C", "S", "C", "N", "N", "C", "C", "C", "C", "C", "C", "N", "C", "C", "C", "C", "N", "C", "C", "H", "H", "H", "H", "H", "H", "H", "H", "H", "C", "C", "As", "C", "C", "C", "C", "H", "H", "H", "H", "H", "H", "H", "H", "H", "H", "H", "H", "H", "H", "H"],
  "xyz": [[-0.818, 0.581, 1.615], [1.176, -1.404, -1.673], [-0.002, -0.805, -0.518], [-0.636, -2.348, 0.088], [-0.821, -2.711, 1.434], [-1.387, -3.956, 1.731], [-1.853, -4.805, 0.763], [-1.513, -4.550, -0.535], [-0.969, -3.284, -0.904], [-1.150, -0.066, -1.697], [-2.393, -0.619, -1.994], [-3.318, -0.036, -2.886], [-2.931, 1.108, -3.576], [-1.714, 1.747, -3.256], [-0.849, 1.167, -2.354], [2.887, -1.245, -1.666], [3.170, -1.871, -3.325], [3.790, -1.051, -4.285], [3.873, -1.498, -5.602], [3.307, -2.741, -5.949], [2.861, -3.603, -4.993], [2.800, -3.187, -3.668], [3.418, -2.406, -0.491], [2.834, -2.491, 0.781], [3.144, -3.510, 1.633], [4.307, -4.259, 1.408], [4.899, -4.174, 0.158], [4.453, -3.284, -0.826], [0.735, -1.561, -2.562], [-0.516, -2.066, 2.244], [-1.552, -4.211, 2.786], [-2.471, -5.697, 1.037], [-1.609, -5.262, -1.346], [-1.000, -2.965, -1.958], [-2.783, -1.350, -1.321], [-4.317, -0.393, -3.066], [-3.510, 1.554, -4.386], [-1.425, 2.667, -3.718], [0.020, 1.620, -1.951], [4.183, -0.070, -3.950], [4.313, -0.847, -6.376], [3.209, -3.012, -6.981], [2.562, -4.586, -5.318], [2.220, -3.812, -2.949], [2.152, -1.648, 1.019], [2.562, -3.677, 2.533], [4.630, -4.957, 2.187], [5.688, -4.811, -0.160], [4.901, -3.302, -1.817], [0.328, 0.290, 3.602], [1.298, 1.701, 3.568], [2.238, 1.921, 4.669], [2.933, 2.141, 5.571], [1.133, 2.781, 2.668], [0.127, 2.675, 1.242], [1.868, 4.025, 2.799], [2.381, 5.072, 2.756], [-7.526, -0.667, 3.142], [-8.911, -0.472, 3.071], [-9.997, -1.072, 3.676], [-11.228, -0.690, 3.190], [-11.404, 0.246, 2.122], [-10.330, 0.884, 1.553], [-9.065, 0.478, 1.988], [-7.848, 0.874, 1.506], [-6.933, 0.210, 2.252], [-5.522, 0.294, 2.146], [-4.713, -0.242, 3.163], [-3.371, -0.302, 2.993], [-2.768, 0.310, 1.857], [-3.561, 0.902, 0.923], [-4.915, 0.976, 1.068], [-6.996, -1.165, 3.844], [-9.825, -1.879, 4.331], [-12.125, -1.073, 3.570], [-12.417, 0.438, 1.833], [-10.373, 1.704, 0.850], [-5.107, -0.681, 4.084], [-2.727, -0.953, 3.612], [-3.043, 1.385, 0.144], [-5.552, 1.353, 0.285], [7.364, 2.193, 0.693], [6.305, 2.458, -0.347], [4.733, 3.363, 0.590], [5.259, 5.241, 1.001], [6.251, 5.982, 0.128], [3.631, 3.751, -1.112], [3.655, 2.733, -2.265], [8.308, 1.932, 0.158], [7.114, 1.337, 1.325], [7.528, 3.047, 1.337], [5.897, 1.531, -0.754], [6.592, 3.137, -1.176], [5.487, 5.216, 2.063], [4.244, 5.724, 1.026], [6.234, 5.540, -0.892], [7.297, 5.989, 0.522], [5.918, 6.992, -0.055], [4.038, 4.736, -1.397], [2.681, 3.881, -0.609], [4.635, 2.718, -2.779], [2.820, 3.026, -2.952], [3.403, 1.698, -1.937]],
  "lumo_ev": [-1.59, -1.75],
  "s_squared": 8.768,
  "total_charge": 0,
  "multiplicity": 6,
  "orbital_gap_ev": [5.26, 5.36],
  "de_lowest_ev": 0.725
}

# 6
{
  "formula": "C5H9N2S",
  "method": "ωB97M-V/def2-TZVPD",
  "species": ["C", "N", "C", "C", "S", "C", "N", "C", "H", "H", "H", "H", "H", "H", "H", "H", "H"],
  "xyz": [[-0.815, -1.298, -0.452], [-0.399, -0.545, 0.774], [-1.100, 0.757, 0.897], [-1.137, 1.710, -0.067], [-0.017, 1.816, -1.422], [1.046, -0.303, 0.590], [1.864, 0.568, 0.860], [2.380, -0.667, 0.207], [-1.888, -1.602, -0.576], [-0.519, -0.909, -1.354], [-0.440, -2.277, -0.539], [-0.363, -1.196, 1.543], [-1.506, 0.724, 1.872], [-1.636, 2.658, -0.067], [-0.875, 2.422, -2.255], [2.825, -1.271, 0.882], [2.581, -0.586, -0.893]],
  "lumo_ev": -3.56,
  "total_charge": 1,
  "orbital_gap_ev": 9.93,
  "de_lowest_ev": 5.045,
  "smiles": "C[N@H+](/C=C\\S)C1=NC1"
}

| no. | DFT total energy (Ha) |
| --- | --- |
| 1 | -1207.89034 |
| 2 | -9496.82132 |
| 3 | -3502.62014 |
| 4 | -2845.73788 |
| 5 | -6974.21977 |
| 6 | -703.18673 |